(1)
DFT (ωB97M-V/def2-TZVPD) results for C2H4OSSi in the gas phase.

Each line ends with the natural charge from an NBO analysis.
Positions of all 9 atoms, in Å:
S -2.3899 -0.4840 0.0556  0.320
Si 0.5293 1.2499 0.0213  1.401
O -0.8609 1.8607 0.0208  -0.905
C -0.8202 -1.2253 -0.0221  -0.466
C 0.3720 -0.7581 0.1588  -0.378
H 1.2386 1.1558 -1.1099  -0.242
H 1.4013 -1.0234 -0.0091  0.236
H 1.3755 1.4378 1.2588  -0.204
H -0.8458 -2.2134 -0.3743  0.239

The value obtained for the HOMO-LUMO gap (spin up / spin down) is 0.2446 / 0.2390 hartree. For the max |F|, the calculation gives 5.18 eV Å⁻¹. As for the LUMO energy (spin up / spin down): -2.83 / -3.08 eV. The total energy is -841.35943 hartree. Its energy above the lowest of the compared OMol25 structures with the same formula, charge and spin is 97.29 kcal/mol. Its multiplicity is 1. The HOMO energy (spin up / spin down) is -9.48 / -9.58 eV.

=====

(2)
DFT (ωB97M-V/def2-TZVPD) results for a molecular structure, C2H4P2.

Each line ends with the natural charge from an NBO analysis.
Positions of all 8 atoms, in Å:
P -2.0062 0.3304 0.1029  0.582
P 0.1203 -1.2485 -0.5513  0.655
C -1.2762 -1.2851 0.4059  -0.906
C -0.5120 0.4515 -1.0153  -1.003
H -1.8547 0.8237 1.3104  -0.044
H -1.6416 -2.1830 0.8713  0.225
H 0.0421 1.3286 -0.7096  0.239
H -0.6114 0.5746 -2.0996  0.252

The value obtained for the HOMO-LUMO gap is 0.3100 hartree. For the max |F|, the calculation gives 4.47 eV Å⁻¹. As for the LUMO energy: 0.23 eV. The total energy is -761.22688 hartree. Its energy above the lowest of the compared OMol25 structures with the same formula, charge and spin is 17.57 kcal/mol. Its multiplicity is 1. The HOMO energy is -8.21 eV.

=====

(3)
DFT (ωB97M-V/def2-TZVPD) results for C2H4P2 in the gas phase.

Each line ends with the natural charge from an NBO analysis.
Positions of all 8 atoms, in Å:
P 0.6717 -0.3900 -0.5361  0.307
P -0.8070 0.6073 0.6955  0.377
C 0.9392 -1.8967 0.4525  -0.751
C -0.8901 1.8760 -0.4210  -0.793
H 0.4973 -1.9601 1.5258  0.217
H -0.2672 1.8679 -1.4177  0.220
H -1.5212 2.6888 -0.2487  0.205
H 1.3773 -2.7932 -0.0502  0.219

The value obtained for the HOMO-LUMO gap is 0.2972 hartree. For the max |F|, the calculation gives 4.66 eV Å⁻¹. As for the LUMO energy: -0.63 eV. The total energy is -761.20431 hartree. Its energy above the lowest of the compared OMol25 structures with the same formula, charge and spin is 31.74 kcal/mol. Its multiplicity is 1. The HOMO energy is -8.72 eV. The SMILES is C=P#P=C.

=====

(4)
DFT (ωB97M-V/def2-TZVPD) results for C2H4P2S in the gas phase.

Each line ends with the natural charge from an NBO analysis.
Positions of all 9 atoms, in Å:
S 2.6804 -0.8446 0.1359  -0.395
P 1.6671 0.8019 -0.1154  0.650
P -1.1601 1.7961 0.3182  0.508
C -0.6691 -0.9585 -0.0490  -0.734
C -0.2052 0.4316 -0.0525  -0.692
H -1.2455 -1.0612 0.8933  0.234
H -0.1571 2.5618 -0.1960  -0.055
H -1.3030 -1.2082 -0.9327  0.245
H 0.3924 -1.5189 -0.0017  0.240

The value obtained for the HOMO-LUMO gap is 0.2650 hartree. For the max |F|, the calculation gives 2.87 eV Å⁻¹. As for the LUMO energy: -1.70 eV. The total energy is -1159.42847 hartree. Its energy above the lowest of the compared OMol25 structures with the same formula, charge and spin is 37.09 kcal/mol. Its multiplicity is 1. The HOMO energy is -8.91 eV. The SMILES is [H]/P=C(/C)P=S.

=====

(5)
DFT (ωB97M-V/def2-TZVPD) results for a molecular structure, C2H4S.

Each line ends with the natural charge from an NBO analysis.
Positions of all 7 atoms, in Å:
S -0.9844 0.6699 -1.3326  -0.122
C 0.5170 0.3631 -0.2606  -0.543
C -0.3256 -0.5265 0.5489  -0.217
H 0.8300 1.2833 0.2219  0.225
H 1.3129 -0.1043 -0.8287  0.225
H -0.8915 -0.1267 1.3681  0.215
H -0.4584 -1.5588 0.2831  0.217

The value obtained for the HOMO-LUMO gap is 0.3018 hartree. For the max |F|, the calculation gives 3.55 eV Å⁻¹. As for the LUMO energy: -0.46 eV. The total energy is -476.71819 hartree. Its energy above the lowest of the compared OMol25 structures with the same formula, charge and spin is 26.95 kcal/mol. Its multiplicity is 1. The HOMO energy is -8.67 eV.

=====

(6)
DFT (ωB97M-V/def2-TZVPD) results for a molecular structure, C2H4S2.

Each line ends with the natural charge from an NBO analysis.
Positions of all 8 atoms, in Å:
S 0.3380 1.7489 0.3323  0.085
S -2.4041 0.4546 -0.3923  0.019
C 0.1497 -0.7826 -0.1783  -0.702
C -0.7457 0.4373 -0.1676  -0.325
H 1.4839 1.0339 0.7144  0.132
H 1.4683 -0.3306 -0.2676  0.222
H -0.0243 -0.9029 1.1853  0.282
H -0.2658 -1.6585 -1.2261  0.288

The value obtained for the HOMO-LUMO gap is 0.3108 hartree. For the max |F|, the calculation gives 5.03 eV Å⁻¹. As for the LUMO energy: -0.48 eV. The total energy is -874.81220 hartree. Its energy above the lowest of the compared OMol25 structures with the same formula, charge and spin is 92.83 kcal/mol. Its multiplicity is 1. The HOMO energy is -8.93 eV.

=====

(7)
DFT (ωB97M-V/def2-TZVPD) results for C2H4S2 in the gas phase.

Each line ends with the natural charge from an NBO analysis.
Positions of all 8 atoms, in Å:
S -1.1398 0.6946 -1.1918  -0.030
S -0.2854 -1.4474 0.9388  0.132
C 0.1619 -0.2400 -0.3073  -0.452
C 0.2984 0.2602 1.0567  -0.504
H -0.2093 1.1609 1.2698  0.228
H 1.2752 0.0991 1.5320  0.237
H 1.0578 -0.4926 -0.8481  0.236
H -1.1588 -0.0349 -2.4502  0.153

The value obtained for the HOMO-LUMO gap is 0.3530 hartree. For the max |F|, the calculation gives 2.49 eV Å⁻¹. As for the LUMO energy: 0.75 eV. The total energy is -874.92751 hartree. Its energy above the lowest of the compared OMol25 structures with the same formula, charge and spin is 20.48 kcal/mol. Its multiplicity is 1. The HOMO energy is -8.85 eV. The SMILES is S[C@H]1CS1.

=====

(8)
DFT (ωB97M-V/def2-TZVPD) results for 2 unconnected molecules or ions with the total composition C2H4S2.

Each line ends with the natural charge from an NBO analysis.
Positions of all 8 atoms, in Å:
S -4.0104 0.6502 -0.0055  0.170
S -1.5394 -1.0992 0.0081  0.179
C 1.0729 -0.7034 -0.0213  -0.532
C -3.1161 -0.7121 0.1332  -0.457
H 1.3300 0.1487 -0.5896  0.170
H 1.1282 -0.5177 1.0217  0.171
H 1.4208 -1.7570 -0.3939  0.192
H -3.3188 1.7361 -0.7410  0.107

The value obtained for the HOMO-LUMO gap (spin up / spin down) is 0.2746 / 0.2907 hartree. For the max |F|, the calculation gives 2.88 eV Å⁻¹. As for the LUMO energy (spin up / spin down): -1.32 / -0.37 eV. The total energy is -874.80004 hartree. Its energy above the lowest of the compared OMol25 structures with the same formula, charge and spin is 100.47 kcal/mol. Its multiplicity is 1. The HOMO energy (spin up / spin down) is -8.79 / -8.28 eV.

=====

(9)
DFT (ωB97M-V/def2-TZVPD) results for 2 unconnected molecules or ions with the total composition C2H4S2.

Each line ends with the natural charge from an NBO analysis.
Positions of all 8 atoms, in Å:
S -1.7826 -0.5544 0.0232  0.035
S 1.2756 -1.1745 -0.1655  0.277
C -0.0551 -0.1798 -0.2244  -0.420
C 0.8769 0.4075 0.7823  -0.469
H 0.7956 0.4245 1.7932  0.218
H -1.9037 -1.5379 -0.9920  0.144
H -0.4454 1.2373 -1.6034  -0.022
H 1.2387 1.3772 0.3866  0.235

The value obtained for the HOMO-LUMO gap (spin up / spin down) is 0.3054 / 0.2815 hartree. For the max |F|, the calculation gives 4.56 eV Å⁻¹. As for the LUMO energy (spin up / spin down): -0.36 / -0.28 eV. The total energy is -874.79105 hartree. Its energy above the lowest of the compared OMol25 structures with the same formula, charge and spin is 106.10 kcal/mol. Its multiplicity is 1. The HOMO energy (spin up / spin down) is -8.67 / -7.94 eV.

=====

(10)
DFT (ωB97M-V/def2-TZVPD) results for a molecular structure, C2H5AgO3.

Each line ends with the Mulliken spin population.
Positions of all 11 atoms, in Å:
Ag 2.8659 -0.8419 -0.1590  0.002
O 1.4132 0.1759 1.6956  0.174
O 0.6630 1.2473 1.3804  0.114
O 0.8574 -1.0857 -1.6631  0.754
C -0.4281 -0.8371 -1.5570  -0.066
C -0.6209 1.0980 1.2961  -0.236
H -0.8949 -1.7560 -1.1263  0.127
H -0.7297 0.0329 -0.5447  0.145
H -0.9330 -0.6245 -2.5148  0.000
H -1.1210 2.0412 1.0624  -0.009
H -1.0717 0.5500 2.1304  -0.006

The value obtained for the HOMO-LUMO gap (spin up / spin down) is 0.3214 / 0.2646 hartree. For the max |F|, the calculation gives 3.71 eV Å⁻¹. As for the LUMO energy (spin up / spin down): -5.76 / -6.72 eV. The total energy is -451.30622 hartree. As for the total charge: +1. Its energy above the lowest of the compared OMol25 structures with the same formula, charge and spin is 42.72 kcal/mol. Its multiplicity is 2. The HOMO energy (spin up / spin down) is -14.50 / -13.92 eV.

=====

- Which formula does entry 4 have?
  C2H4P2S

=====

Repeat the second record exactly.
DFT (ωB97M-V/def2-TZVPD) results for a molecular structure, C2H4P2.

Each line ends with the natural charge from an NBO analysis.
Positions of all 8 atoms, in Å:
P -2.0062 0.3304 0.1029  0.582
P 0.1203 -1.2485 -0.5513  0.655
C -1.2762 -1.2851 0.4059  -0.906
C -0.5120 0.4515 -1.0153  -1.003
H -1.8547 0.8237 1.3104  -0.044
H -1.6416 -2.1830 0.8713  0.225
H 0.0421 1.3286 -0.7096  0.239
H -0.6114 0.5746 -2.0996  0.252

The value obtained for the HOMO-LUMO gap is 0.3100 hartree. For the max |F|, the calculation gives 4.47 eV Å⁻¹. As for the LUMO energy: 0.23 eV. The total energy is -761.22688 hartree. Its energy above the lowest of the compared OMol25 structures with the same formula, charge and spin is 17.57 kcal/mol. Its multiplicity is 1. The HOMO energy is -8.21 eV.